A 11-piece molecular cluster, C32H91N5O16 overall. Source: OMol25; level of theory: ωB97M-V/def2-TZVPD.

Computed properties:
DFT total energy ... -74859.403 eV
Maximum force ... 0.051 hartree/bohr
Gap between HOMO and LUMO ... 8.48 eV
Energy above the lowest of the compared OMol25 structures with the same formula, charge and spin ... 2.514 eV
Charge ... 0
LUMO level ... 0.010 eV

Bonds (Å) are listed after each position.
Element x y z (Å)
1 C 13.0703 -15.7239 14.8197  O2 1.416, H10 1.090, H11 1.090, H12 1.090
2 O 13.1714 -15.1288 16.1002  C1 1.416, C3 1.444
3 C 12.5939 -15.9451 17.1423  O2 1.444, C4 1.521, H13 1.090, H14 1.090
4 C 12.5883 -15.3047 18.5220  C3 1.521, N5 1.441, H15 1.090, H16 1.090
5 N 13.8681 -15.2022 19.1773  C4 1.441, C6 1.463, H17 1.010
6 C 13.8208 -14.2617 20.2964  N5 1.463, C7 1.583, H18 1.090, H19 1.090
7 C 13.1310 -14.7275 21.6425  C6 1.583, O8 1.384, H20 1.090, H21 1.090
8 O 13.2373 -13.8870 22.7364  C7 1.384, C9 1.458
9 C 13.0087 -14.5319 24.0242  O8 1.458, H22 1.090, H23 1.090, H24 1.090
10 H 13.0399 -15.0150 13.9923  C1 1.090
11 H 12.0871 -16.1837 14.7199  C1 1.090
12 H 13.8628 -16.4527 14.6495  C1 1.090
13 H 13.0955 -16.9114 17.0909  C3 1.090
14 H 11.5603 -16.1241 16.8461  C3 1.090
15 H 11.9560 -15.8611 19.2139  C4 1.090
16 H 12.1594 -14.3208 18.3321  C4 1.090
17 H 14.4953 -14.7032 18.5628  N5 1.010
18 H 13.3839 -13.3089 19.9975  C6 1.090
19 H 14.8895 -14.1810 20.4951  C6 1.090
20 H 13.7367 -15.6106 21.8459  C7 1.090
21 H 12.1079 -15.0812 21.5149  C7 1.090
22 H 11.9496 -14.7856 24.0700  C9 1.090
23 H 13.2551 -13.7702 24.7638  C9 1.090
24 H 13.6734 -15.3696 24.2353  C9 1.090
25 C 23.6628 -10.8837 21.7141  O26 1.420, H34 1.090, H35 1.090, H36 1.090
26 O 22.8628 -11.8279 21.0180  C25 1.420, C27 1.431
27 C 21.4637 -11.6816 21.2785  O26 1.431, C28 1.610, H37 1.090, H38 1.090
28 C 20.6782 -12.9288 20.6309  C27 1.610, N29 1.452, H39 1.090, H40 1.090
29 N 21.0937 -14.1434 21.3102  C28 1.452, C30 1.445, H41 1.010
30 C 20.5798 -15.3345 20.6727  N29 1.445, C31 1.542, H42 1.090, H43 1.090
31 C 20.9149 -16.6421 21.4175  C30 1.542, O32 1.457, H44 1.090, H45 1.090
32 O 19.9599 -16.7760 22.5101  C31 1.457, C33 1.387
33 C 20.2317 -17.9894 23.1254  O32 1.387, H46 1.090, H47 1.090, H48 1.090
34 H 24.7071 -11.1613 21.5712  C25 1.090
35 H 23.4570 -10.9275 22.7836  C25 1.090
36 H 23.5379 -9.9084 21.2438  C25 1.090
37 H 21.1421 -10.7880 20.7436  C27 1.090
38 H 21.1889 -11.5365 22.3233  C27 1.090
39 H 20.8745 -13.0785 19.5692  C28 1.090
40 H 19.5929 -12.9020 20.7294  C28 1.090
41 H 22.1014 -14.1882 21.3623  N29 1.010
42 H 20.9617 -15.4130 19.6548  C30 1.090
43 H 19.4936 -15.2533 20.6321  C30 1.090
44 H 21.9547 -16.7297 21.7327  C31 1.090
45 H 20.7994 -17.4637 20.7106  C31 1.090
46 H 20.2932 -18.8492 22.4583  C33 1.090
47 H 19.5946 -18.2837 23.9594  C33 1.090
48 H 21.2464 -17.9372 23.5201  C33 1.090
49 C 10.3265 -20.2032 12.4108  O50 1.417, H58 1.090, H59 1.090, H60 1.090
50 O 11.4777 -20.4184 11.6136  C49 1.417, C51 1.407
51 C 11.0950 -20.9206 10.3559  O50 1.407, C52 1.566, H61 1.090, H62 1.090
52 C 12.3709 -21.0484 9.4570  C51 1.566, N53 1.469, H63 1.090, H64 1.090
53 N 12.9349 -19.7442 9.0834  C52 1.469, C54 1.468, H65 1.010
54 C 12.1463 -18.9810 8.1083  N53 1.468, C55 1.521, H66 1.090, H67 1.090
55 C 12.9050 -17.7175 7.7327  C54 1.521, O56 1.481, H68 1.090, H69 1.090
56 O 12.0848 -16.6218 7.1668  C55 1.481, C57 1.371
57 C 12.7698 -15.5466 6.6611  O56 1.371, H70 1.090, H71 1.090, H72 1.090
58 H 9.5152 -20.9005 12.2016  C49 1.090
59 H 10.0245 -19.1866 12.1592  C49 1.090
60 H 10.6486 -20.1760 13.4517  C49 1.090
61 H 10.2912 -20.3314 9.9145  C51 1.090
62 H 10.6793 -21.9041 10.5748  C51 1.090
63 H 12.1187 -21.6412 8.5778  C52 1.090
64 H 13.1496 -21.6219 9.9597  C52 1.090
65 H 13.4448 -19.3374 9.8545  N53 1.010
66 H 11.1812 -18.7099 8.5362  C54 1.090
67 H 11.9195 -19.5606 7.2134  C54 1.090
68 H 13.5624 -18.0357 6.9236  C55 1.090
69 H 13.4824 -17.3802 8.5934  C55 1.090
70 H 13.5689 -15.8044 5.9660  C57 1.090
71 H 13.2906 -14.9138 7.3797  C57 1.090
72 H 12.1694 -14.8593 6.0652  C57 1.090
73 C 23.6484 -24.0959 18.5609  O74 1.464, H82 1.090, H83 1.090, H84 1.090
74 O 23.7065 -25.2427 19.4688  C73 1.464, C75 1.383
75 C 23.0903 -25.0398 20.6904  O74 1.383, C76 1.548, H85 1.090, H86 1.090
76 C 22.7722 -26.2923 21.5419  C75 1.548, N77 1.429, H87 1.090, H88 1.090
77 N 23.9702 -26.9722 21.9230  C76 1.429, C78 1.476, H89 1.010
78 C 23.6951 -28.1900 22.7105  N77 1.476, C79 1.511, H90 1.090, H91 1.090
79 C 24.8673 -28.8984 23.3488  C78 1.511, O80 1.390, H92 1.090, H93 1.090
80 O 25.7101 -29.4332 22.3817  C79 1.390, C81 1.482
81 C 26.9735 -29.8815 23.0139  O80 1.482, H94 1.090, H95 1.090, H96 1.090
82 H 24.2970 -24.2613 17.7006  C73 1.090
83 H 24.1278 -23.1834 18.9151  C73 1.090
84 H 22.6202 -23.9721 18.2210  C73 1.090
85 H 22.0944 -24.5982 20.6553  C75 1.090
86 H 23.6982 -24.3574 21.2844  C75 1.090
87 H 22.0789 -26.8884 20.9484  C76 1.090
88 H 22.2837 -25.8604 22.4153  C76 1.090
89 H 24.5479 -27.2205 21.1327  N77 1.010
90 H 23.1416 -28.8522 22.0448  C78 1.090
91 H 23.0333 -27.9997 23.5554  C78 1.090
92 H 24.4645 -29.5962 24.0829  C79 1.090
93 H 25.3654 -28.0887 23.8821  C79 1.090
94 H 26.6933 -30.7223 23.6484  C81 1.090
95 H 27.4583 -29.1311 23.6383  C81 1.090
96 H 27.7053 -30.2734 22.3075  C81 1.090
97 C 14.9074 -30.5043 6.9039  O98 1.440, H106 1.090, H107 1.090, H108 1.090
98 O 16.2621 -30.1295 6.5897  C97 1.440, C99 1.420
99 C 16.3802 -28.9060 5.8782  O98 1.420, C100 1.531, H109 1.090, H110 1.090
100 C 17.7789 -28.2916 5.9774  C99 1.531, N101 1.474, H111 1.090, H112 1.090
101 N 18.1002 -28.0223 7.3904  C100 1.474, C102 1.417, H113 1.010
102 C 17.7523 -26.7147 7.8115  N101 1.417, C103 1.556, H114 1.090, H115 1.090
103 C 17.4552 -26.6857 9.3385  C102 1.556, O104 1.407, H116 1.090, H117 1.090
104 O 16.2590 -27.3713 9.6197  C103 1.407, C105 1.412
105 C 15.9461 -27.2594 10.9922  O104 1.412, H118 1.090, H119 1.090, H120 1.090
106 H 14.7994 -31.5178 7.2903  C97 1.090
107 H 14.3830 -30.5588 5.9499  C97 1.090
108 H 14.4835 -29.8626 7.6762  C97 1.090
109 H 15.5253 -28.3068 6.1914  C99 1.090
110 H 16.2460 -29.2739 4.8609  C99 1.090
111 H 17.8968 -27.3220 5.4935  C100 1.090
112 H 18.5508 -28.9929 5.6604  C100 1.090
113 H 17.4397 -28.6299 7.8538  N101 1.010
114 H 16.8653 -26.3155 7.3196  C102 1.090
115 H 18.5624 -26.0434 7.5268  C102 1.090
116 H 17.3382 -25.6390 9.6192  C103 1.090
117 H 18.2756 -27.1459 9.8892  C103 1.090
118 H 15.0450 -27.8651 11.0880  C105 1.090
119 H 15.7249 -26.2340 11.2884  C105 1.090
120 H 16.7189 -27.7040 11.6193  C105 1.090
121 C 18.3426 -19.1337 15.1375  C122 1.526, H124 1.090, H125 1.090, H126 1.090
122 C 18.0999 -19.8582 13.8163  C121 1.526, O123 1.397, H127 1.090, H128 1.090
123 O 18.0009 -18.9625 12.7489  C122 1.397, H129 0.960
124 H 18.2733 -19.7848 16.0089  C121 1.090
125 H 17.5216 -18.4167 15.1429  C121 1.090
126 H 19.2806 -18.5800 15.0966  C121 1.090
127 H 17.2778 -20.5729 13.8553  C122 1.090
128 H 18.9621 -20.4444 13.4985  C122 1.090
129 H 18.8652 -18.5468 12.7906  O123 0.960
130 O 15.8156 -22.5241 19.5092  H131 0.957, H132 0.957
131 H 15.7130 -21.6683 19.9254  O130 0.957
132 H 15.3130 -22.4580 18.6973  O130 0.957
133 O 17.2530 -21.3051 7.7354  H134 0.957, H135 0.957
134 H 16.3293 -21.2016 7.9639  O133 0.957
135 H 17.7235 -20.8155 8.4100  O133 0.957
136 O 22.1343 -17.5220 11.5753  H137 0.957, H138 0.957
137 H 22.6622 -16.9459 12.1282  O136 0.957
138 H 22.6136 -17.5661 10.7480  O136 0.957
139 O 16.6327 -13.6372 15.9464  H140 0.957, H141 0.957
140 H 16.1461 -14.2899 15.4430  O139 0.957
141 H 16.2106 -12.8052 15.7322  O139 0.957
142 O 13.5532 -22.6452 16.1850  H143 0.957, H144 0.957
143 H 13.0461 -23.4545 16.1204  O142 0.957
144 H 13.1983 -22.0839 15.4957  O142 0.957

Atomic partial charges in e from the Mulliken method, atoms 1 to 99:
1 C -0.78
2 O -0.30
3 C -0.71
4 C -0.48
5 N -0.39
6 C -0.57
7 C -0.52
8 O -0.34
9 C -0.71
10 H 0.28
11 H 0.33
12 H 0.27
13 H 0.41
14 H 0.38
15 H 0.33
16 H 0.33
17 H 0.29
18 H 0.38
19 H 0.36
20 H 0.27
21 H 0.31
22 H 0.30
23 H 0.23
24 H 0.32
25 C -0.72
26 O -0.31
27 C -0.59
28 C -0.69
29 N -0.28
30 C -0.79
31 C -0.57
32 O -0.30
33 C -0.76
34 H 0.24
35 H 0.31
36 H 0.28
37 H 0.40
38 H 0.40
39 H 0.36
40 H 0.38
41 H 0.23
42 H 0.45
43 H 0.30
44 H 0.37
45 H 0.40
46 H 0.31
47 H 0.28
48 H 0.31
49 C -0.76
50 O -0.28
51 C -0.41
52 C -1.01
53 N -0.18
54 C -0.39
55 C -0.48
56 O -0.31
57 C -0.75
58 H 0.35
59 H 0.29
60 H 0.20
61 H 0.37
62 H 0.44
63 H 0.38
64 H 0.36
65 H 0.27
66 H 0.23
67 H 0.21
68 H 0.29
69 H 0.30
70 H 0.31
71 H 0.30
72 H 0.28
73 C -0.73
74 O -0.32
75 C -0.58
76 C -0.53
77 N -0.31
78 C -0.76
79 C -0.53
80 O -0.31
81 C -0.74
82 H 0.27
83 H 0.29
84 H 0.30
85 H 0.37
86 H 0.34
87 H 0.34
88 H 0.31
89 H 0.22
90 H 0.42
91 H 0.42
92 H 0.37
93 H 0.30
94 H 0.30
95 H 0.31
96 H 0.26
97 C -0.70
98 O -0.37
99 C -0.52